Entry 1:
This record from the Open Molecules 2025 dataset describes a molecular structure, C38H41CrF6N3O2SSb2 at a distorted geometry. The level of theory is ωB97M-V with the def2-TZVPD basis set.

Values from the calculation:
HOMO energy (spin up / spin down), eV: -7.53 / -7.75
Calculated total energy, eV: -117273.80325
Largest force on an atom, hartree/bohr: 0.0268
LUMO energy (spin up / spin down), eV: 0.11 / 0.07
ΔE to the lowest compared entry with this formula, charge and spin, eV: 0.705

Structure (ORCA input):
```
! RIJCOSX wB97M-V def2-TZVPD def2/J DEFGRID3
* xyz 0 5
H 3.860 2.676 -4.431
H 3.106 -7.068 0.896
H 1.502 0.930 1.046
C 0.541 2.049 -4.331
H -0.008 -4.148 0.912
C 1.776 2.295 -4.886
C 0.892 -4.544 0.472
C -3.714 -1.051 -0.611
H 0.035 3.398 2.447
C -4.561 2.608 1.010
Sb 0.575 -2.044 -1.354
C 2.635 -1.617 -5.285
H 1.462 3.051 1.718
H -4.688 2.418 -0.055
C 2.219 -1.392 -3.979
H 1.854 0.356 2.669
H 0.504 5.083 -1.864
C 1.379 0.083 1.721
C 0.358 2.061 -2.945
C 1.297 5.310 0.024
N 0.206 4.990 -0.901
H -0.569 5.628 -0.762
C -2.408 -2.218 1.532
H 1.168 -4.622 -5.799
H 3.159 -1.073 1.553
H -0.323 1.825 -4.938
H 4.167 -5.908 -1.009
C 2.249 -2.772 -5.947
C 3.234 -5.536 -0.603
H -4.233 -0.568 -1.430
C -2.842 -0.307 0.168
C 0.845 4.986 1.439
F -4.221 4.526 3.137
H 1.725 -2.075 1.452
H 2.160 4.696 -0.238
H -2.687 -0.941 4.349
C 1.075 -3.495 -3.980
F -2.291 5.522 0.669
H -0.081 5.525 1.632
H 3.263 -0.887 -5.783
C 1.443 -2.329 -3.310
C -3.252 -2.978 0.731
H -0.712 -3.909 6.714
H -4.508 1.656 1.533
Cr -0.439 2.510 -0.030
F -4.401 5.275 0.280
C -3.235 4.614 0.321
H 1.035 -6.139 1.897
H 3.148 -1.737 -0.700
C 1.485 -5.669 1.031
C -0.607 -1.221 3.911
F -3.147 2.683 3.501
C -0.683 -3.157 5.935
C -3.891 -2.401 -0.354
H 1.401 -3.431 5.529
F -2.939 4.246 -0.939
S -1.127 1.720 -2.162
F -2.059 4.480 3.023
C 2.150 -1.121 1.127
H 1.905 2.285 -5.959
H 1.600 5.330 2.153
C -2.153 -0.884 1.231
H -2.764 -2.662 6.116
C 2.865 2.519 -4.041
C 2.632 -4.417 -1.161
H 2.470 -0.101 -0.749
H 1.475 -1.732 3.757
H -2.683 0.729 -0.075
Sb -0.753 0.324 2.387
C -3.242 3.361 1.235
H 2.493 -0.467 -3.481
H 0.472 -4.236 -3.466
O -2.126 2.619 0.987
H 3.094 -3.933 -2.014
N 1.445 2.323 -2.159
C -1.833 -2.451 5.604
H -1.946 -2.677 2.394
C 1.441 -3.914 -0.640
H -5.404 3.188 1.382
C -1.785 -1.487 4.610
H -3.391 -4.030 0.949
H 2.542 -2.938 -6.976
N 0.580 3.543 1.602
C 0.539 -1.921 4.268
C 2.653 -6.175 0.484
C -3.180 3.782 2.728
H -4.533 -3.001 -0.988
C 2.673 2.516 -2.686
C 1.470 -3.715 -5.290
H 3.463 2.666 -1.966
C 2.300 -1.121 -0.400
H 1.593 6.365 -0.019
O 1.304 2.355 -0.844
C 0.503 -2.883 5.271
*
```

Here are the Löwdin charges for atoms 1 to 6, given in e:
1. H 0.108
2. H 0.099
3. H -0.018
4. C -0.077
5. H 0.078
6. C -0.065

---

Entry 2:
This record from the Open Molecules 2025 dataset describes 4 unconnected molecules or ions with the total composition C16H32O4 at a distorted geometry. The level of theory is ωB97M-V with the def2-TZVPD basis set.

Values from the calculation:
HOMO energy, eV: -9.58
Calculated total energy, eV: -25297.08973
Largest force on an atom, hartree/bohr: 0.0724
SMILES: C1CCOC1.C1CCOC1.C1CCOC1.C1CCOC1
LUMO energy, eV: 0.64
ΔE to the lowest compared entry with this formula, charge and spin, eV: 1.992

Structure (ORCA input):
```
! RIJCOSX wB97M-V def2-TZVPD def2/J DEFGRID3
* xyz 0 1
C 0.182 -0.341 -0.595
C 3.082 4.103 1.513
H 2.645 0.861 1.909
H 1.021 4.570 1.196
C -1.976 1.198 5.540
H -0.402 0.854 -2.363
H -0.966 -0.786 -5.935
C -0.017 -0.053 5.706
H -2.409 2.134 5.186
H -0.215 -0.760 -2.662
H -0.713 -1.317 1.074
H 0.380 -3.096 -4.650
H -1.688 -1.914 -4.785
H 0.091 0.485 0.111
H -2.369 0.903 6.513
O -0.602 -3.093 -7.621
C 1.624 4.026 1.922
C -1.799 -1.692 -0.693
C 0.394 -3.484 -6.666
H 1.090 2.349 3.038
C 1.272 2.553 1.982
O -1.860 -0.565 -1.568
O 3.533 2.774 1.677
C -0.409 1.344 5.846
C -0.490 -1.524 0.027
H 0.292 2.421 1.524
C 0.254 -2.516 -5.564
H -1.837 -2.638 -1.233
H 1.466 4.426 2.924
H 0.010 1.924 5.024
H -2.351 -1.846 -7.502
H -0.234 1.760 6.838
C -1.133 -1.841 -5.720
H 0.964 -1.700 -5.428
H 3.098 4.429 0.473
H -0.509 -0.386 3.517
O -2.122 0.038 4.686
C 2.484 1.817 1.410
H -2.714 -1.749 -0.103
C -1.757 -2.569 -6.943
H 1.240 -0.459 -0.827
C -0.899 -0.659 4.498
H 0.082 -2.442 -0.104
H -2.509 -3.321 -6.703
H -0.917 -1.735 4.675
H 1.395 -3.478 -7.098
H 3.718 4.798 2.061
C -0.553 -0.102 -1.862
H 0.093 -4.517 -6.494
H -0.196 -0.752 6.523
H 1.016 -0.118 5.364
H 2.220 1.688 0.360
*
```

Here are the Löwdin charges for atoms 1 to 6, given in e:
1. C -0.186
2. C -0.206
3. H 0.123
4. H 0.109
5. C -0.156
6. H 0.128

---

Entry 3:
This record from the Open Molecules 2025 dataset describes a molecular structure, C46H41AsFeNOPSe2. The level of theory is ωB97M-V with the def2-TZVPD basis set.

Values from the calculation:
HOMO energy (spin up / spin down), eV: -9.85 / -10.79
Calculated total energy, eV: -287107.77955
Largest force on an atom, hartree/bohr: 0.0113
LUMO energy (spin up / spin down), eV: -1.95 / -4.30
ΔE to the lowest compared entry with this formula, charge and spin, eV: 0.580

Structure (ORCA input):
```
! RIJCOSX wB97M-V def2-TZVPD def2/J DEFGRID3
* xyz 1 6
H -0.328 -4.520 -1.515
C 3.128 -0.323 4.503
H -2.920 4.364 -1.173
H -8.315 0.589 -3.337
H 3.466 2.739 -0.108
H -3.004 -2.896 -1.228
C 4.148 -0.143 -0.919
C 2.549 0.687 2.397
H -4.124 -0.509 2.158
C 6.351 0.804 -0.799
C -0.531 0.998 3.980
C 0.366 3.968 -0.318
As 2.502 -0.666 -0.115
C -4.966 0.367 -2.899
P -3.387 -0.096 -0.648
H 5.540 0.030 -3.999
H -4.019 -4.772 2.482
C -4.942 0.121 -1.531
H 2.672 3.870 1.003
C -0.826 0.807 1.573
C 1.719 -5.113 -1.261
C -0.778 3.256 -2.304
H -0.848 2.660 2.689
C -0.541 -1.187 2.938
C 3.278 -1.556 3.879
H 0.348 4.464 0.647
H -3.310 -4.939 0.120
H -8.271 0.149 -0.904
C -3.895 -3.874 1.891
Se -3.162 1.662 0.636
H 3.437 4.454 -0.472
H -1.875 5.748 -0.827
H -4.038 0.421 -3.454
C -4.131 -2.633 2.461
C -3.492 -3.968 0.564
C -3.966 -1.480 1.705
H 0.100 -2.155 -0.917
C -0.148 -1.007 5.350
H -6.206 0.706 -4.614
C -6.137 0.040 -0.810
C 4.274 -0.281 -2.300
C -0.811 3.926 -1.084
C 0.426 2.019 -4.141
C 2.198 -2.478 -0.591
H -1.682 3.189 -2.899
C -0.412 -0.389 4.071
Se -1.684 -0.230 -1.969
H 2.498 2.429 -2.437
C -0.782 -0.591 1.711
H 1.295 1.368 -4.237
H 2.234 1.549 1.824
C 6.474 0.676 -2.175
H -0.460 -2.264 3.028
C 1.569 3.477 -0.812
C 0.907 -2.876 -0.914
H 4.269 -3.065 -0.390
C 0.415 2.715 -2.809
H 5.094 0.491 0.911
C 5.185 0.393 -0.163
H 3.544 -2.429 4.459
H 7.161 1.224 -0.218
H 3.182 -2.635 2.031
C -6.184 0.528 -3.547
N 0.062 -1.499 6.367
Fe -0.423 1.355 -0.478
H 3.823 -5.422 -0.962
H -0.452 1.602 4.876
H 3.279 -0.240 5.571
C -3.325 -2.822 -0.196
O 1.265 0.270 -0.737
C -0.751 1.580 2.744
H -6.123 -0.168 0.254
C 0.673 -4.201 -1.252
C -7.346 0.213 -1.460
C 5.438 0.132 -2.927
H 3.468 -0.710 -2.885
H -4.435 -2.558 3.497
C 2.715 -0.546 1.776
H -0.475 1.419 -4.273
H 1.530 -6.146 -1.525
C -7.368 0.458 -2.829
C -3.570 -1.572 0.374
H -2.210 4.566 0.433
H -0.906 -1.228 0.843
C 3.010 -4.709 -0.942
C 2.852 3.636 -0.046
C 2.763 0.795 3.764
H 0.459 2.750 -4.951
C 3.257 -3.385 -0.611
C 1.575 2.859 -2.066
C -2.029 4.683 -0.635
H 2.626 1.749 4.257
C 3.078 -1.670 2.510
H 7.383 0.998 -2.666
*
```

Here are the Löwdin charges for atoms 1 to 6, given in e:
1. H 0.107
2. C -0.064
3. H 0.073
4. H 0.111
5. H 0.063
6. H 0.091

---

Repeat the second record exactly.
This record from the Open Molecules 2025 dataset describes 4 unconnected molecules or ions with the total composition C16H32O4 at a distorted geometry. The level of theory is ωB97M-V with the def2-TZVPD basis set.

Values from the calculation:
HOMO energy, eV: -9.58
Calculated total energy, eV: -25297.08973
Largest force on an atom, hartree/bohr: 0.0724
SMILES: C1CCOC1.C1CCOC1.C1CCOC1.C1CCOC1
LUMO energy, eV: 0.64
ΔE to the lowest compared entry with this formula, charge and spin, eV: 1.992

Structure (ORCA input):
```
! RIJCOSX wB97M-V def2-TZVPD def2/J DEFGRID3
* xyz 0 1
C 0.182 -0.341 -0.595
C 3.082 4.103 1.513
H 2.645 0.861 1.909
H 1.021 4.570 1.196
C -1.976 1.198 5.540
H -0.402 0.854 -2.363
H -0.966 -0.786 -5.935
C -0.017 -0.053 5.706
H -2.409 2.134 5.186
H -0.215 -0.760 -2.662
H -0.713 -1.317 1.074
H 0.380 -3.096 -4.650
H -1.688 -1.914 -4.785
H 0.091 0.485 0.111
H -2.369 0.903 6.513
O -0.602 -3.093 -7.621
C 1.624 4.026 1.922
C -1.799 -1.692 -0.693
C 0.394 -3.484 -6.666
H 1.090 2.349 3.038
C 1.272 2.553 1.982
O -1.860 -0.565 -1.568
O 3.533 2.774 1.677
C -0.409 1.344 5.846
C -0.490 -1.524 0.027
H 0.292 2.421 1.524
C 0.254 -2.516 -5.564
H -1.837 -2.638 -1.233
H 1.466 4.426 2.924
H 0.010 1.924 5.024
H -2.351 -1.846 -7.502
H -0.234 1.760 6.838
C -1.133 -1.841 -5.720
H 0.964 -1.700 -5.428
H 3.098 4.429 0.473
H -0.509 -0.386 3.517
O -2.122 0.038 4.686
C 2.484 1.817 1.410
H -2.714 -1.749 -0.103
C -1.757 -2.569 -6.943
H 1.240 -0.459 -0.827
C -0.899 -0.659 4.498
H 0.082 -2.442 -0.104
H -2.509 -3.321 -6.703
H -0.917 -1.735 4.675
H 1.395 -3.478 -7.098
H 3.718 4.798 2.061
C -0.553 -0.102 -1.862
H 0.093 -4.517 -6.494
H -0.196 -0.752 6.523
H 1.016 -0.118 5.364
H 2.220 1.688 0.360
*
```

Here are the Löwdin charges for atoms 1 to 6, given in e:
1. C -0.186
2. C -0.206
3. H 0.123
4. H 0.109
5. C -0.156
6. H 0.128